(1)
{
  "formula": "C23H62HgN5O6",
  "method": "ωB97M-V/def2-TZVPD",
  "symbols": ["Hg", "C", "C", "C", "O", "H", "H", "H", "H", "H", "H", "H", "C", "C", "C", "O", "C", "N", "H", "H", "H", "H", "H", "H", "H", "H", "H", "H", "H", "C", "C", "C", "O", "C", "N", "H", "H", "H", "H", "H", "H", "H", "H", "H", "H", "H", "C", "C", "C", "O", "C", "N", "H", "H", "H", "H", "H", "H", "H", "H", "H", "H", "H", "C", "C", "C", "O", "C", "N", "H", "H", "H", "H", "H", "H", "H", "H", "H", "H", "H", "C", "C", "C", "O", "C", "N", "H", "H", "H", "H", "H", "H", "H", "H", "H", "H", "H"],
  "coordinates": [[-2.9691, 0.0668, -0.9364], [1.5661, -0.3841, -1.4818], [0.2730, 0.4099, -1.7506], [-0.1238, 0.3121, -3.2188], [-0.6940, 0.0866, -0.8112], [1.8892, -0.1063, -0.4803], [2.3319, -0.1499, -2.2186], [1.3231, -1.4502, -1.5075], [0.5537, 1.4769, -1.6361], [-0.5304, -0.6942, -3.4176], [0.7298, 0.3774, -3.8961], [-0.8638, 1.0378, -3.5500], [-0.2002, 4.6333, 1.7263], [0.1789, 3.5384, 0.7497], [1.6743, 3.5439, 0.4503], [1.9803, 4.6016, -0.4451], [2.0121, 4.1871, -1.7999], [-0.3413, 2.2504, 1.2756], [-1.2902, 4.7197, 1.7796], [0.0979, 5.6368, 1.4176], [0.2003, 4.4235, 2.7185], [-0.2936, 3.7354, -0.2232], [2.0147, 2.5615, 0.0889], [2.3120, 3.6965, 1.3263], [1.2322, 3.4854, -2.1091], [2.9689, 3.6684, -1.9546], [2.0185, 5.0734, -2.4288], [0.2837, 2.0671, 2.0609], [-0.2015, 1.5042, 0.5855], [-1.3802, -3.8348, 0.5284], [-2.5532, -2.8770, 0.2902], [-2.7991, -1.9255, 1.4439], [-3.7309, -0.8991, 1.1459], [-4.9778, -1.0225, 1.8194], [-2.2675, -2.1369, -0.9717], [-1.5432, -4.2928, 1.5058], [-0.4250, -3.3066, 0.5055], [-1.3207, -4.5603, -0.2791], [-3.4659, -3.4320, 0.0452], [-1.8237, -1.4590, 1.6569], [-3.0062, -2.3878, 2.4094], [-5.2004, -2.0815, 1.9640], [-5.8126, -0.6330, 1.2332], [-5.0039, -0.4914, 2.7723], [-2.4609, -2.6005, -1.8457], [-1.3191, -1.7331, -0.9305], [3.3364, -3.9161, -3.4860], [2.8407, -4.7591, -2.3217], [1.4577, -5.2905, -2.6462], [0.9671, -6.0568, -1.5658], [-0.2227, -6.7126, -1.9015], [3.8205, -5.8470, -2.1574], [4.2918, -3.4279, -3.2961], [2.6539, -3.0685, -3.6355], [3.4128, -4.4721, -4.4195], [2.8048, -4.2078, -1.3811], [1.4199, -5.7921, -3.6214], [0.7704, -4.4318, -2.7852], [-0.6178, -7.2034, -1.0096], [-0.1644, -7.5040, -2.6533], [-0.9868, -5.9780, -2.1932], [3.4693, -6.6106, -1.5845], [3.9791, -6.2895, -3.0593], [2.9637, 0.8515, 5.8225], [3.9222, 0.8831, 4.6374], [3.3967, 1.7605, 3.4875], [2.1293, 1.4033, 2.9912], [2.1451, 0.1265, 2.3907], [5.2603, 1.3872, 4.9659], [3.4210, 0.3365, 6.6675], [1.9605, 0.4979, 5.5990], [2.8681, 1.8947, 6.1518], [4.0881, -0.1219, 4.2392], [4.2046, 1.7818, 2.7468], [3.3283, 2.7746, 3.8914], [1.2402, -0.0203, 1.8022], [2.2198, -0.6798, 3.1259], [3.0022, 0.0127, 1.7169], [5.8433, 0.5844, 5.1944], [5.3106, 1.8889, 5.8511], [-4.1064, 4.3003, 0.3665], [-3.9289, 2.9710, -0.3584], [-3.3709, 3.2396, -1.7630], [-3.0863, 1.9769, -2.3897], [-3.1463, 2.1254, -3.8129], [-3.0260, 2.0516, 0.3457], [-4.2768, 4.0483, 1.4207], [-4.9565, 4.8865, 0.0257], [-3.1968, 4.9013, 0.3972], [-4.9043, 2.5245, -0.5724], [-2.4277, 3.7928, -1.7045], [-4.0957, 3.8274, -2.3251], [-3.0672, 1.1512, -4.2868], [-2.3743, 2.8177, -4.1582], [-4.0956, 2.5721, -4.1263], [-3.4513, 1.9675, 1.2669], [-2.0685, 2.4165, 0.5040]],
  "forces_ev_per_angstrom": [[1.4, 0.4, 0.2], [-0.9, 0.3, 0.0], [0.9, 1.0, -0.3], [-0.3, -1.1, -0.3], [-0.4, -0.4, -0.1], [0.3, -0.2, 0.0], [0.1, 0.0, 0.1], [0.2, -0.1, 0.0], [0.0, 0.0, 0.2], [-0.1, 0.1, 0.0], [0.1, 0.3, 0.2], [0.0, 0.1, 0.3], [-0.6, 0.5, -0.2], [-0.1, -0.2, -0.1], [0.6, -0.1, 0.1], [-0.5, -0.2, -0.2], [1.1, -0.1, 0.1], [0.8, 0.6, -0.2], [0.0, -0.3, 0.3], [0.5, -0.2, -0.1], [0.0, 0.0, 0.0], [-0.1, 0.0, 0.0], [-0.2, 0.1, -0.4], [-0.4, 0.2, 0.3], [-0.3, 0.2, 0.2], [-0.1, 0.0, -0.2], [-0.2, 0.0, 0.0], [-0.4, -0.4, 0.1], [0.1, 0.0, 0.1], [-0.6, 0.4, 0.4], [-0.3, -0.8, -1.5], [1.6, 0.6, 0.4], [-0.4, -0.1, 0.4], [-0.7, -0.5, 0.1], [-0.4, 1.4, 0.8], [0.4, -0.4, -0.2], [-0.1, 0.2, 0.3], [-0.2, -0.3, 0.2], [0.0, -0.1, 0.4], [-0.2, 0.4, -0.3], [-0.5, -0.5, -0.3], [0.0, 0.0, 0.2], [0.4, 0.2, -0.3], [0.4, -0.1, 0.1], [0.1, -0.4, 0.1], [0.1, 0.0, -0.4], [-0.4, 1.3, 0.3], [0.7, -1.2, -0.7], [-0.7, 1.2, 0.1], [0.3, -0.5, -0.5], [-0.9, -0.1, 0.7], [0.0, -0.4, 0.0], [0.2, -0.4, 0.2], [-0.1, -0.2, -0.2], [-0.1, -0.2, 0.1], [0.0, 0.2, -0.1], [0.3, -0.5, 0.2], [0.1, 0.0, 0.1], [0.2, 0.1, 0.1], [0.4, 0.3, -0.3], [0.0, -0.1, -0.3], [-0.1, 0.3, 0.2], [0.1, 0.2, 0.0], [0.5, 0.9, 0.1], [-0.2, -0.2, -0.3], [0.7, 0.3, 1.0], [0.0, -0.2, -0.3], [0.2, -0.4, -0.2], [0.5, -0.5, 0.7], [-0.2, -0.3, -0.1], [0.1, -0.2, -0.1], [-0.2, -0.1, 0.0], [-0.2, -0.1, 0.1], [-0.4, -0.1, -0.4], [-0.2, 0.0, -0.2], [-0.1, 0.2, 0.1], [-0.1, 0.0, 0.1], [0.0, 0.1, 0.0], [0.1, 0.1, -0.4], [-0.6, 0.4, -0.3], [0.0, -0.5, 1.0], [0.6, 1.2, -1.6], [0.5, -0.4, 0.9], [-0.8, 0.7, -0.7], [-0.3, 0.2, -0.3], [-1.4, -0.1, -0.2], [-0.3, 0.2, -0.1], [0.1, 0.0, -0.2], [0.0, 0.0, -0.4], [0.0, -0.3, 0.6], [0.0, 0.1, 0.0], [0.0, -0.1, -0.2], [0.3, 0.0, 0.1], [0.2, -0.3, 0.0], [-0.1, -0.2, 0.2], [0.5, -0.5, 0.1], [-0.2, -0.2, 0.2]],
  "homo_lumo_gap_ev": 7.37,
  "total_charge": 1,
  "energy_ev": -48757.656,
  "de_lowest_kj_mol": 0.0,
  "largest_force_ev_per_a": 2.083
}


(2)
{
  "formula": "C23H62N2O25S7",
  "method": "ωB97M-V/def2-TZVPD",
  "symbols": ["O", "S", "O", "O", "C", "C", "C", "H", "H", "H", "H", "H", "H", "H", "H", "O", "S", "O", "O", "C", "C", "C", "H", "H", "H", "H", "H", "H", "H", "H", "O", "S", "O", "O", "C", "C", "C", "H", "H", "H", "H", "H", "H", "H", "H", "O", "S", "O", "O", "C", "C", "C", "H", "H", "H", "H", "H", "H", "H", "H", "O", "S", "O", "O", "C", "C", "C", "H", "H", "H", "H", "H", "H", "H", "H", "O", "S", "O", "O", "C", "C", "C", "H", "H", "H", "H", "H", "H", "H", "H", "O", "S", "O", "O", "C", "C", "C", "H", "H", "H", "H", "H", "H", "H", "H", "C", "N", "O", "O", "H", "H", "H", "C", "N", "O", "O", "H", "H", "H"],
  "coordinates": [[1.2191, 4.6166, 0.6989], [1.2418, 3.8445, -0.5504], [2.3001, 2.8424, -0.7310], [-0.3172, 3.1399, -0.8251], [-0.3655, 2.0447, -1.7089], [-1.7550, 1.4287, -1.6717], [1.2522, 5.0349, -2.0183], [0.5260, 1.4186, -1.6734], [-0.2669, 2.4643, -2.7101], [-1.9293, 0.5519, -2.2954], [-2.5252, 2.1446, -1.9587], [-1.9874, 1.1407, -0.6465], [1.3038, 4.4490, -2.9360], [2.0950, 5.7207, -1.9321], [0.3361, 5.6239, -2.0621], [-2.6734, -0.4318, 0.0285], [-3.9344, 0.3393, -0.0765], [-4.6816, 0.7141, 1.1527], [-3.7624, 1.6489, -1.1032], [-4.7217, 2.6348, -0.9520], [-4.6465, 3.4952, -2.2064], [-5.1635, -0.6057, -1.1125], [-4.3360, 3.2192, -0.1167], [-5.7148, 2.3180, -0.6333], [-5.2696, 4.3797, -2.0742], [-5.0350, 2.8648, -3.0062], [-3.6081, 3.7391, -2.4308], [-5.4227, -1.4875, -0.5265], [-4.6447, -0.8388, -2.0423], [-6.0453, 0.0186, -1.2570], [1.5122, -1.8607, -3.4727], [2.5653, -2.5323, -2.6933], [3.3308, -3.6155, -3.2565], [3.6628, -1.4307, -2.1505], [4.9234, -1.3456, -2.8408], [4.7388, -0.9578, -4.2939], [1.9338, -3.1791, -1.0172], [5.4748, -2.2622, -2.6314], [5.5023, -0.5831, -2.3199], [4.1596, -0.0608, -4.5130], [4.1809, -1.7406, -4.8078], [5.6551, -0.8058, -4.8644], [1.2845, -4.0512, -1.0938], [1.3736, -2.3913, -0.5136], [2.8245, -3.3099, -0.4027], [5.9541, 2.4386, -2.5373], [4.6307, 2.1878, -3.1496], [4.5255, 1.7215, -4.5354], [3.7463, 1.2470, -2.0829], [2.5732, 0.7048, -2.6163], [1.8848, -0.0245, -1.4029], [3.6077, 3.7996, -2.8961], [2.8026, 0.1022, -3.4952], [1.9310, 1.5104, -2.9724], [2.5772, -0.6747, -0.8681], [0.9504, -0.4628, -1.7533], [1.4333, 0.7004, -0.7255], [2.7049, 3.6038, -3.4747], [4.2275, 4.6215, -3.2544], [3.2665, 3.9386, -1.8703], [-1.9426, 1.4573, 4.8352], [-1.4713, 1.1605, 3.5141], [-1.9408, -0.0591, 2.8586], [-1.8308, 2.4939, 2.5517], [-1.6316, 2.3493, 1.1299], [-2.2670, 3.6429, 0.6154], [0.4037, 1.1865, 3.4443], [-2.0266, 1.4017, 0.7636], [-0.5587, 2.3398, 0.9380], [-1.7764, 4.5222, 1.0328], [-3.3161, 3.6716, 0.9098], [-2.2142, 3.7926, -0.4630], [0.7108, 1.0426, 2.4084], [0.7702, 0.4358, 4.1444], [0.6232, 2.2091, 3.7513], [-1.2179, -5.4247, 2.6793], [-2.4153, -4.9557, 1.9683], [-3.7505, -5.3937, 2.3572], [-2.3916, -3.2696, 1.9231], [-3.3754, -2.6033, 1.2075], [-3.8915, -1.4959, 2.0904], [-2.1622, -5.2617, 0.1534], [-4.1777, -3.2820, 0.9178], [-3.0522, -2.1686, 0.2616], [-4.4601, -0.7639, 1.5168], [-3.0561, -0.9511, 2.5302], [-4.3675, -1.9092, 2.9796], [-2.2359, -6.3354, -0.0188], [-1.1984, -4.9234, -0.2271], [-2.9222, -4.7451, -0.4328], [4.6859, -0.4814, 1.9317], [3.5203, -0.6877, 1.0864], [3.6013, -1.3524, -0.2113], [2.3976, -1.5487, 1.9412], [2.3745, -1.6094, 3.3844], [2.5880, -3.1009, 3.6904], [2.5660, 0.7910, 0.8908], [1.4723, -1.2778, 3.8984], [3.2405, -1.0516, 3.7407], [2.1112, -3.5079, 4.5821], [3.5905, -3.2814, 4.0784], [2.3322, -3.7951, 2.8900], [1.9678, 0.6671, -0.0119], [3.3066, 1.5667, 0.6959], [2.1439, 1.1384, 1.8338], [-1.1392, -1.1301, 0.8394], [-0.0346, -0.6426, -0.0020], [0.2599, 0.5448, -0.0843], [0.6340, -1.5044, -0.6639], [-0.6378, -1.4851, 1.7397], [-1.6020, -1.9315, 0.2635], [-1.6496, -0.1885, 1.0420], [-1.3812, -2.8871, 4.2519], [-0.2071, -2.2039, 3.6395], [0.0515, -1.0331, 3.9600], [0.4620, -2.7774, 2.8431], [-1.0639, -3.2258, 5.2382], [-1.6683, -3.7665, 3.6753], [-2.1856, -2.1625, 4.3786]],
  "forces_ev_per_angstrom": [[-0.6, -1.6, -2.3], [-0.6, 0.5, -0.3], [-2.9, 1.9, 0.6], [3.9, 2.0, 0.6], [0.4, 0.0, -3.7], [2.8, 0.8, -0.2], [-0.7, -0.4, 0.8], [-1.0, 0.6, -0.1], [-0.1, 0.3, -0.5], [0.7, 0.0, -0.2], [2.4, 0.1, -0.9], [1.4, 0.6, -2.0], [-0.1, 0.1, 0.4], [0.0, -0.3, 0.1], [-0.1, -0.2, 0.6], [-9.2, 4.7, -5.1], [-4.1, 0.2, -1.0], [1.7, 2.3, -3.3], [-3.9, -4.0, 2.9], [-0.6, 2.8, 1.2], [-0.6, -1.0, 0.2], [1.1, 0.6, 0.8], [-0.9, 0.1, -0.3], [-0.1, -0.4, -0.6], [0.2, 0.0, -0.2], [0.0, 0.4, -0.4], [-0.2, 0.3, 0.0], [0.1, 0.0, -0.1], [-0.2, -0.1, 0.0], [0.2, 0.0, 0.0], [1.6, -1.4, 0.9], [-0.1, -0.4, 1.3], [-0.5, 0.2, -0.4], [-0.2, -2.4, -5.0], [0.5, 0.2, -0.1], [-0.4, -1.0, -1.1], [2.8, -1.4, -1.2], [-0.1, -0.2, -0.6], [-0.4, 0.2, 0.3], [0.4, -0.7, 0.6], [0.2, -0.4, 0.0], [0.3, -0.2, 0.4], [0.3, -0.1, -0.7], [2.7, -3.3, 0.4], [0.1, -0.8, -0.6], [-2.7, -1.0, -1.3], [0.3, 1.8, 1.9], [0.0, 1.8, 2.2], [3.3, 1.5, -1.6], [-1.7, -0.6, 0.5], [1.6, 3.7, -7.2], [1.1, -1.7, -1.0], [-0.5, 0.1, 0.6], [-0.2, 0.3, -0.1], [-1.8, 1.0, -1.8], [1.7, 1.3, -2.1], [1.0, -0.2, -5.7], [0.6, 0.2, -0.4], [-0.2, -0.1, -0.2], [1.4, -0.4, -0.5], [0.2, 0.1, -0.8], [1.2, 0.9, -0.6], [1.2, 3.9, 2.2], [0.0, -2.4, 2.0], [0.5, 1.3, 1.2], [-0.6, 0.0, -0.1], [-1.6, 1.8, 0.4], [-0.1, 1.0, 0.9], [-0.6, -0.1, 0.5], [0.2, -0.2, 0.3], [0.4, 0.2, 0.5], [-0.2, -0.3, 0.3], [-0.5, -0.3, 0.4], [0.2, 1.6, -0.4], [0.1, 0.1, -0.1], [-2.3, 1.1, -1.1], [0.3, -0.2, -1.7], [1.9, 0.7, -0.4], [1.4, -3.3, 0.2], [-2.9, -0.1, -0.3], [-0.1, -1.7, 0.4], [-0.2, -0.1, 0.5], [-0.2, -0.4, 0.3], [-0.1, -1.2, 0.4], [-0.3, -2.3, 1.9], [-1.3, -0.8, -0.8], [-0.7, -0.2, -0.2], [-0.1, 0.0, 0.2], [0.2, 0.1, 0.7], [-0.2, -0.1, 0.4], [-1.0, -0.3, -1.2], [-0.4, -0.1, 2.8], [2.6, -0.1, 7.1], [0.2, 0.8, -1.2], [3.1, -1.5, 0.6], [1.7, -0.6, 1.6], [3.2, 0.9, 2.8], [2.2, 0.4, -1.2], [0.1, 0.1, 0.0], [-1.1, 0.5, 0.1], [0.7, 0.0, -0.9], [0.4, 0.4, 0.0], [3.0, 0.3, 3.7], [0.2, -0.2, -0.3], [0.4, -0.7, -0.2], [6.2, -0.2, 1.5], [1.0, -1.3, -0.7], [-6.9, -1.9, 5.8], [-9.3, 3.1, 3.9], [0.1, -0.1, -0.8], [1.2, 0.3, 0.6], [2.3, -2.0, 1.5], [0.1, -0.2, 1.2], [-1.4, -0.1, 0.9], [-3.7, -2.7, 0.9], [-1.6, -1.0, -1.2], [0.2, 0.2, 0.1], [0.7, 1.0, 1.0], [0.2, 0.0, -0.2]],
  "homo_lumo_gap_ev": 7.85,
  "total_charge": 0,
  "energy_ev": -154830.269,
  "de_lowest_kj_mol": 2666.0,
  "largest_force_ev_per_a": 11.506
}


Number 1 is which compound? C23H62HgN5O6